9
Properties=species:S:1:pos:R:3:forces:R:3 method="wB97M-V/def2-TZVPD" lumo_energy_ha="0.1597 / 0.1359" spin_multiplicity=3 e_tot_ha=-337.93072 total_charge=-1
C -1.033 -1.688 0.951 -0.39 0.45 -0.83
C 0.770 1.279 -0.674 -2.47 -1.81 -0.51
N -0.255 -0.179 0.761 -0.34 -1.07 1.65
N 0.212 -0.084 -0.388 1.12 2.15 -1.10
O -2.012 -1.637 0.229 0.04 -0.61 0.65
O -0.405 -2.436 1.661 -0.21 0.12 0.15
H 0.772 1.372 -1.715 -0.79 0.33 -2.07
H 1.792 1.295 -0.575 2.65 0.42 1.72
H 0.159 2.077 -0.251 0.39 0.03 0.34

***

69
Properties=species:S:1:pos:R:3:forces:R:3 method="wB97M-V/def2-TZVPD" lumo_energy_ha=0.0110 e_tot_ha=-1351.15058 smiles="C[C@@H](F)[C@@H]1CCOC1=O.COC[C@@H](C)N.COC[C@@H](C)N.COC[C@@H](C)N" total_charge=0
C 4.792 1.130 2.231 -0.16 0.55 -0.02
C 3.895 2.405 2.766 0.45 -0.22 0.68
F 4.265 3.701 2.089 -0.90 -3.16 1.31
C 2.275 2.158 2.752 -0.36 -0.15 0.44
C 1.697 0.600 2.824 -0.72 1.12 -1.17
C 0.093 1.008 2.831 1.65 1.50 1.35
O 0.060 1.937 1.653 2.54 0.75 -0.39
C 1.370 2.647 1.476 0.34 2.65 -2.97
O 1.655 3.478 0.460 -2.37 -5.84 6.85
H 4.845 0.278 3.065 -0.10 2.11 -1.67
H 5.875 1.565 2.008 -2.37 -1.18 0.39
H 4.304 0.625 1.293 1.13 1.20 1.62
H 4.201 2.562 3.905 -0.69 -0.12 -2.54
H 1.891 2.650 3.763 0.49 -0.63 -2.40
H 1.840 0.203 1.709 0.01 0.17 2.70
H 2.116 -0.073 3.695 -0.98 1.42 -1.92
H -0.715 0.163 2.870 1.71 1.67 -0.87
H -0.100 1.759 3.729 0.29 -1.91 -1.45
C 1.993 1.829 -5.030 -0.29 -0.34 0.11
O 1.532 1.768 -3.689 0.40 0.37 0.01
C 1.810 2.940 -2.916 -0.32 -0.10 0.37
C 0.800 4.093 -3.124 0.04 -0.25 -0.28
C 1.004 4.853 -4.433 -0.01 0.32 -0.09
N -0.589 3.612 -3.064 0.16 -0.35 0.13
H 2.930 2.385 -5.122 -0.07 0.08 0.03
H 1.223 2.264 -5.669 0.14 0.14 -0.17
H 2.164 0.805 -5.374 0.00 0.07 0.12
H 1.744 2.623 -1.869 -0.07 0.01 -0.19
H 2.842 3.275 -3.074 -0.01 0.03 -0.18
H 0.950 4.811 -2.309 0.02 -0.23 0.01
H 0.638 4.301 -5.303 0.04 -0.03 0.13
H 0.458 5.804 -4.409 0.05 -0.21 0.03
H 2.062 5.083 -4.592 -0.07 -0.04 0.00
H -0.747 3.190 -2.147 0.01 0.22 -0.06
H -0.663 2.820 -3.708 -0.05 0.28 0.07
C -3.336 -2.636 -1.407 -0.46 0.13 -0.06
O -3.686 -1.273 -1.218 0.58 0.00 0.23
C -2.568 -0.384 -1.128 -0.24 0.32 -0.13
C -1.982 0.041 -2.495 -0.22 -0.38 -0.04
C -1.127 -1.039 -3.153 0.29 0.02 -0.17
N -3.039 0.450 -3.433 -0.21 -0.01 0.38
H -2.412 -2.903 -0.885 0.07 0.07 -0.07
H -3.252 -2.855 -2.472 0.21 -0.17 0.01
H -4.148 -3.251 -1.009 0.05 0.14 0.02
H -2.950 0.517 -0.633 -0.07 -0.13 -0.08
H -1.796 -0.796 -0.468 0.06 -0.16 -0.07
H -1.330 0.904 -2.317 -0.12 -0.08 0.07
H -1.725 -1.839 -3.596 -0.04 0.10 0.10
H -0.527 -0.606 -3.963 -0.14 -0.01 0.18
H -0.435 -1.486 -2.432 -0.05 0.03 -0.05
H -3.547 1.237 -3.027 0.15 -0.03 -0.18
H -3.736 -0.301 -3.450 0.25 0.18 -0.09
C 0.319 -3.672 2.264 0.24 0.28 0.19
O -0.583 -2.758 2.871 -0.44 -0.19 -0.30
C -1.951 -3.176 2.850 -0.09 0.21 0.30
C -2.329 -4.168 3.974 0.44 -0.01 -0.06
C -1.843 -5.593 3.718 -0.15 -0.30 0.02
N -1.827 -3.720 5.282 0.06 0.37 -0.24
H -0.126 -4.185 1.407 -0.05 -0.03 0.09
H 0.672 -4.392 3.003 0.01 -0.21 -0.15
H 1.188 -3.107 1.915 -0.15 0.03 0.02
H -2.539 -2.262 2.997 0.14 -0.03 0.02
H -2.224 -3.563 1.861 0.12 -0.12 -0.01
H -3.425 -4.206 4.022 0.11 0.15 -0.03
H -0.772 -5.712 3.898 -0.10 0.11 -0.02
H -2.356 -6.295 4.387 0.10 0.19 -0.08
H -2.055 -5.901 2.690 0.04 0.03 0.07
H -2.234 -2.807 5.490 -0.02 -0.22 0.08
H -0.829 -3.519 5.170 -0.27 -0.17 0.08

***

50
Properties=species:S:1:pos:R:3:forces:R:3 method="wB97M-V/def2-TZVPD" lumo_energy_ha=-0.0810 e_tot_ha=-962.83834 smiles=COc1ccc(CCNCc2ccccc2[NH+]2CCCC2)cc1 total_charge=+1
C -6.245 -0.886 -1.212 -0.20 0.05 -0.23
O -5.308 -1.158 -0.194 0.27 -0.01 0.30
C -4.337 -0.250 0.062 0.13 0.01 0.02
C -4.122 0.921 -0.658 -0.28 -0.22 -0.13
C -3.079 1.763 -0.311 0.17 -0.02 0.24
C -2.232 1.470 0.748 -0.11 0.24 -0.06
C -1.091 2.384 1.109 0.13 -0.24 0.03
C 0.289 1.720 1.009 -0.11 0.36 0.21
N 0.749 1.427 -0.354 -0.23 0.32 -0.20
C 0.094 0.270 -0.985 -0.27 -0.15 -0.27
C 0.539 -1.021 -0.344 0.19 0.10 0.01
C -0.370 -2.052 -0.148 0.14 0.02 0.00
C 0.034 -3.258 0.398 0.00 0.00 -0.03
C 1.358 -3.451 0.753 0.01 0.04 -0.02
C 2.277 -2.432 0.573 0.07 0.13 -0.01
C 1.867 -1.223 0.036 -0.41 -0.43 0.13
N 2.798 -0.119 -0.157 -0.18 -0.13 -0.03
C 3.727 0.204 0.944 0.37 0.31 0.47
C 4.608 1.280 0.320 0.02 -0.05 0.03
C 4.741 0.845 -1.151 0.03 0.07 -0.05
C 3.674 -0.241 -1.343 0.40 0.01 -0.60
C -2.468 0.307 1.478 -0.07 0.08 -0.13
C -3.495 -0.544 1.139 -0.16 -0.07 -0.09
H -6.790 0.041 -1.016 0.03 -0.03 0.00
H -5.766 -0.830 -2.195 -0.01 0.01 0.05
H -6.942 -1.722 -1.200 0.03 0.09 -0.04
H -4.759 1.191 -1.485 -0.09 -0.02 -0.08
H -2.930 2.669 -0.882 0.02 0.10 -0.05
H -1.111 3.270 0.470 0.01 0.06 0.06
H -1.217 2.719 2.141 0.05 0.11 -0.01
H 1.030 2.392 1.455 -0.03 -0.12 0.07
H 0.289 0.781 1.567 0.08 0.05 0.06
H 0.620 2.254 -0.932 0.05 -0.11 0.00
H 0.384 0.260 -2.042 -0.03 0.06 0.06
H -0.996 0.340 -0.942 0.18 -0.06 -0.09
H -1.403 -1.902 -0.421 -0.13 0.05 -0.03
H -0.686 -4.047 0.545 -0.08 -0.10 0.02
H 1.678 -4.391 1.173 0.04 -0.09 0.05
H 3.307 -2.590 0.854 0.14 -0.01 0.05
H 2.106 0.745 -0.283 0.25 -0.08 0.02
H 3.177 0.537 1.823 -0.07 -0.09 -0.03
H 4.319 -0.675 1.204 -0.13 -0.04 -0.04
H 5.571 1.350 0.818 -0.02 0.03 0.06
H 4.122 2.253 0.391 -0.01 0.01 0.04
H 4.577 1.686 -1.821 0.03 -0.02 -0.03
H 5.731 0.447 -1.360 -0.02 -0.01 -0.05
H 4.119 -1.239 -1.348 -0.15 0.03 0.06
H 3.092 -0.119 -2.255 -0.08 -0.06 0.06
H -1.843 0.068 2.327 0.08 -0.06 0.12
H -3.682 -1.444 1.703 -0.04 -0.13 0.09